29
Properties=species:S:1:pos:R:3 method="wB97M-V/def2-TZVPD" orbital_gap_ev=8.926 charge=-1 e_above_lowest_kcal_mol=65.3 largest_force_ev_per_a=12.175 energy_ha=-875.96495 homo_ev=-6.31 lumo_ev=2.6162
C -0.27510 -0.01469 -0.00741
O 0.77690 -0.17069 0.63859
O -1.25010 -0.87969 0.06759
O -0.44410 1.12031 -0.55441
H -1.11510 -1.39369 0.69459
O -1.22010 0.51831 -3.00941
H -2.02710 0.11331 -3.11941
H -0.94310 0.49831 -2.20441
O -2.92810 2.48431 0.51659
H -3.09510 3.36131 0.92859
H -2.04610 2.28231 0.12359
O -1.34310 -3.90769 0.58759
H -1.16510 -4.13069 -0.31141
H -2.28410 -3.59569 0.62459
O 1.99790 2.43331 -1.65641
H 1.62690 3.20631 -2.11141
H 1.43890 1.93731 -1.00141
O 1.36090 -2.46469 1.68559
H 1.06590 -1.60069 1.41459
H 0.55590 -2.77569 2.07759
O -0.01710 0.77031 2.99859
H 0.15590 0.93131 1.94859
H -0.93710 0.79631 3.07559
O 1.88390 -1.21969 -2.29841
H 1.75690 -1.05869 -3.25041
H 0.96290 -1.41369 -1.98741
O 2.88590 1.36331 1.29659
H 2.44490 1.97231 1.78159
H 2.17690 0.83731 1.05159